ORCA calculation (ωB97M-V/def2-TZVPD) on C35H38Br4F10N3O5SSiW as an isolated structure.

Geometry (Å):
1 W -1.54306 0.14996 0.59404
2 C 3.47712 0.96449 -0.44607
3 N 2.06298 1.04817 -0.74163
4 C 1.68382 0.81888 -2.11023
5 C 1.35334 -0.64597 -2.40718
6 N -0.00641 -0.95985 -1.89125
7 C -0.98932 -1.56892 -2.50160
8 C -0.77363 -2.52703 -3.58873
9 F 0.30865 -2.39688 -4.35574
10 C -1.49856 -3.65129 -3.74806
11 F -1.03319 -4.53106 -4.62089
12 C -2.71090 -4.11008 -3.05535
13 F -2.68310 -5.42746 -2.87357
14 C -3.69234 -3.33705 -2.58684
15 F -4.61372 -1.18448 -2.34022
16 C -2.32723 -1.52756 -1.93792
17 F -1.79486 1.09727 -0.99847
18 C 1.32298 2.04588 -0.01010
19 C 1.15049 1.67894 1.45270
20 N 0.35671 0.44788 1.65967
21 C 0.45002 -0.27862 2.75366
22 C 1.18883 0.13612 3.96232
23 F 2.43261 0.59417 3.74595
24 C 0.74443 0.14485 5.21684
25 F 1.60012 0.68269 6.10089
26 C -0.56955 -0.22250 5.88677
27 F -1.24633 0.99616 6.06523
28 C -1.61531 -1.06380 3.61342
29 F -2.62259 -1.89976 3.21412
30 C -0.35397 -1.43086 2.88555
31 F -0.92609 -1.60423 1.49230
32 H 3.97738 1.94337 -0.48777
33 H 3.96803 0.31638 -1.17171
34 H 3.66351 0.53348 0.53973
35 H 2.46787 1.11504 -2.81845
36 H 0.80372 1.41702 -2.35828
37 H 2.05771 -1.31596 -1.91313
38 H 1.34161 -0.83564 -3.47180
39 H 0.34408 2.17696 -0.47762
40 H 1.80148 3.03853 -0.04040
41 H 0.65299 2.49037 1.98705
42 H 2.13197 1.53050 1.89235
43 Br -6.58753 -4.32838 0.32369
44 C -5.23243 -3.32131 -0.53856
45 C -4.80912 -3.80167 -1.72898
46 Br -5.68960 -5.24187 -2.58185
47 C -3.52299 -1.84940 -2.79961
48 Br -3.39462 -1.23056 -4.64556
49 C -2.50362 -1.39104 -0.62687
50 O -0.09677 -0.59624 -0.60322
51 C -3.70976 -1.36457 0.14279
52 O -3.39720 -0.31210 0.97083
53 C -4.80715 -2.12664 0.26156
54 Br -5.98773 -1.46674 1.59018
55 C 0.76382 4.02019 4.39950
56 C -0.74250 3.85921 4.51241
57 C -1.46064 4.92025 3.69270
58 C -1.16861 3.91212 5.97177
59 O -1.04490 2.54367 3.96954
60 Si -2.31574 1.86289 3.24842
61 S -2.20862 2.37791 1.20206
62 O -3.72554 1.92818 3.96781
63 C -5.00634 2.60061 4.09668
64 C -6.02617 1.49926 4.33363
65 C -5.30412 3.33581 2.79937
66 C -4.93345 3.54173 5.28663
67 O -1.97471 0.21412 2.98800
68 C -1.54059 -1.18156 5.15237
69 C -0.24841 -0.71267 7.29748
70 C -1.08439 -2.63254 5.40926
71 C -2.95645 -0.98250 5.71276
72 H 1.07603 4.94553 4.88444
73 H 1.08119 4.06511 3.35701
74 H 1.27197 3.18979 4.89108
75 H -1.17760 5.91525 4.03732
76 H -2.54316 4.83601 3.80147
77 H -1.20263 4.83916 2.63549
78 H -1.07511 4.93382 6.34237
79 H -0.54310 3.26377 6.58206
80 H -2.20387 3.59741 6.08833
81 H -6.06118 0.83414 3.47176
82 H -7.01504 1.93162 4.48507
83 H -5.76331 0.91923 5.21848
84 H -5.29840 2.64186 1.95856
85 H -4.57463 4.12525 2.61055
86 H -6.28917 3.80121 2.85179
87 H -4.51703 3.02290 6.15040
88 H -5.93237 3.89143 5.54742
89 H -4.31891 4.41541 5.06964
90 H 0.11890 0.12692 7.88012
91 H 0.51692 -1.48659 7.28928
92 H -1.14040 -1.10397 7.77777
93 H -0.02202 -2.76797 5.20863
94 H -1.63167 -3.32259 4.77186
95 H -1.29021 -2.89856 6.44357
96 H -3.34519 0.01209 5.50935
97 H -2.95530 -1.13584 6.78986
98 H -3.62829 -1.71704 5.27534

Summary:
**Total charge**: +1

ORCA calculation (ωB97M-V/def2-TZVPD) on CH5ClN2 as an isolated structure in a non-equilibrium geometry.

Geometry (Å):
1 C -0.34992 0.26835 -0.44836
2 N -1.06141 0.12117 0.91976
3 N 1.43195 -0.32646 -0.98332
4 Cl 2.52142 -0.33868 0.47770
5 H 1.34644 -1.46043 -0.83473
6 H -1.01424 -0.01854 -1.28505
7 H -0.09230 1.35159 -0.60680
8 H -1.86967 -0.38497 1.20386
9 H -0.91226 0.78797 1.55695

Summary:
**Total charge**: 0

ORCA calculation (ωB97M-V/def2-TZVPD) on a 14-piece molecular cluster, C58H76N8O18 overall in a non-equilibrium geometry.

Geometry (Å):
1 N -1.61042 -7.32633 -0.05657
2 C -1.14662 -6.58437 1.00143
3 C -1.32824 -5.15485 0.97281
4 C -2.06807 -4.56244 -0.08495
5 C -2.37083 -5.35603 -1.18195
6 C -2.24388 -6.72717 -1.06447
7 H -0.59802 -7.09232 1.78080
8 H -1.08049 -4.49789 1.79344
9 H -2.23125 -3.49558 -0.04526
10 H -2.87078 -5.02046 -2.07852
11 H -2.62377 -7.35704 -1.85526
12 N 2.28636 -4.25919 -2.66491
13 C 3.34553 -4.58329 -3.50276
14 C 3.27823 -5.80154 -4.21433
15 C 2.07898 -6.56310 -4.09873
16 C 0.96769 -6.10031 -3.37034
17 C 1.16184 -4.98281 -2.62673
18 H 4.16733 -3.88618 -3.57397
19 H 4.08550 -6.08760 -4.87229
20 H 1.99682 -7.51968 -4.59331
21 H 0.04352 -6.65681 -3.42138
22 H 0.36506 -4.82835 -1.91422
23 N 5.63999 -3.04983 0.56738
24 C 6.58013 -2.36000 -0.11422
25 C 7.29548 -2.82666 -1.22708
26 C 6.86837 -4.01411 -1.74832
27 C 5.91868 -4.78799 -1.04652
28 C 5.35028 -4.28657 0.12782
29 H 6.66325 -1.33939 0.22904
30 H 7.98120 -2.22233 -1.80238
31 H 7.03844 -4.34172 -2.76329
32 H 5.49652 -5.67439 -1.49649
33 H 4.54786 -4.83856 0.59454
34 N -0.63949 -3.05708 -6.21987
35 C -1.88920 -3.08526 -5.73915
36 C -2.27393 -2.81047 -4.41746
37 C -1.23175 -2.23758 -3.62859
38 C 0.04306 -2.13633 -4.10965
39 C 0.31888 -2.56370 -5.39641
40 H -2.58899 -3.47064 -6.46592
41 H -3.31679 -2.91881 -4.15838
42 H -1.42383 -1.94928 -2.60567
43 H 0.88959 -1.69881 -3.60135
44 H 1.36799 -2.61316 -5.64806
45 N 1.64340 4.25312 -0.32967
46 C 1.16691 5.44315 0.14685
47 C 0.12471 6.13077 -0.46573
48 C -0.37171 5.63710 -1.67919
49 C 0.20404 4.51467 -2.22422
50 C 1.08385 3.78681 -1.46942
51 H 1.62460 5.88412 1.02005
52 H -0.34374 7.02011 -0.07071
53 H -1.18114 6.08350 -2.23772
54 H -0.15664 4.19547 -3.19087
55 H 1.59914 2.96567 -1.94543
56 N 3.68079 -3.15847 5.34747
57 C 3.85921 -3.78049 4.14163
58 C 2.82637 -4.56987 3.50076
59 C 1.67362 -4.86032 4.25725
60 C 1.50789 -4.24078 5.56030
61 C 2.53972 -3.43978 6.03121
62 H 4.76752 -3.52461 3.61636
63 H 2.99766 -4.94054 2.50093
64 H 0.79922 -5.34961 3.85425
65 H 0.64989 -4.38087 6.20109
66 H 2.45507 -3.09641 7.05166
67 N 6.23780 1.42213 3.18224
68 C 5.19891 0.80955 2.56908
69 C 4.19742 0.12718 3.17765
70 C 4.11383 0.10753 4.57238
71 C 5.15414 0.66926 5.28149
72 C 6.23385 1.23677 4.52705
73 H 5.25378 0.81605 1.49050
74 H 3.30182 -0.22935 2.69065
75 H 3.28304 -0.41407 5.02419
76 H 5.29430 0.77682 6.34694
77 H 7.04081 1.76535 5.01266
78 N -4.25822 1.34046 0.39433
79 C -5.45554 1.58082 -0.18407
80 C -6.67796 1.65477 0.47911
81 C -6.66253 1.31679 1.86923
82 C -5.42998 0.91459 2.48057
83 C -4.27416 0.91093 1.66907
84 H -5.30015 1.87194 -1.21243
85 H -7.51696 1.98955 -0.11283
86 H -7.55727 1.41765 2.46561
87 H -5.57312 0.57505 3.49576
88 H -3.39468 0.35183 1.95246
89 C -4.88303 5.83361 -4.48620
90 O -4.81054 4.45510 -4.18748
91 C -3.60870 3.90793 -3.84186
92 O -2.46992 4.41937 -3.90589
93 O -3.84744 2.59743 -3.59620
94 C -2.82472 1.69893 -3.08485
95 H -4.55778 6.12986 -5.48348
96 H -4.27073 6.42513 -3.80557
97 H -5.90857 6.14455 -4.28692
98 H -2.88725 1.75094 -1.99790
99 H -1.81967 1.91317 -3.44827
100 H -3.09811 0.67904 -3.35536
101 C 3.34404 -1.43413 -2.21838
102 O 4.59211 -0.92411 -2.54918
103 C 4.83404 0.37608 -2.71231
104 O 4.08064 1.32288 -2.54315
105 O 6.14009 0.42506 -3.11268
106 C 6.58977 1.60570 -3.61467
107 H 2.79438 -1.72321 -3.11414
108 H 2.78895 -0.76322 -1.56275
109 H 3.47882 -2.37915 -1.69219
110 H 6.56575 2.34641 -2.81538
111 H 6.03356 1.98214 -4.47316
112 H 7.60061 1.56919 -4.02085
113 C -3.58044 4.90694 -0.47390
114 O -3.23626 6.14611 0.12132
115 C -3.68510 7.22617 -0.37639
116 O -4.39104 7.33727 -1.39617
117 O -3.09546 8.29736 0.25993
118 C -3.11923 9.60001 -0.31650
119 H -3.56391 4.93439 -1.56343
120 H -4.45445 4.44518 -0.01457
121 H -2.82450 4.24249 -0.05540
122 H -2.37701 10.24589 0.15259
123 H -4.13029 10.00283 -0.25662
124 H -2.93020 9.52544 -1.38739
125 C -0.81776 1.54886 0.02274
126 O 0.24941 0.74750 0.54200
127 C 0.23127 -0.61252 0.22642
128 O -0.56355 -1.16551 -0.49564
129 O 1.21927 -1.11080 0.98695
130 C 1.72298 -2.43063 0.85319
131 H -1.76287 1.00834 0.07495
132 H -0.61317 1.85453 -1.00332
133 H -0.76747 2.45719 0.62318
134 H 1.82609 -2.65835 -0.20775
135 H 0.94716 -3.09948 1.22579
136 H 2.64566 -2.66350 1.38474
137 C -1.55322 4.03782 2.84048
138 O -2.85137 3.65623 3.07862
139 C -3.80127 4.57379 3.54753
140 O -3.59800 5.70174 3.91225
141 O -5.03167 3.95272 3.56129
142 C -6.23126 4.72183 3.57727
143 H -1.56122 4.84206 2.10480
144 H -1.04477 3.19003 2.38131
145 H -0.91275 4.19600 3.70816
146 H -7.13285 4.12097 3.69636
147 H -6.33821 5.32965 2.67882
148 H -6.20660 5.35364 4.46514
149 C -3.80413 -2.44941 3.10377
150 O -2.80926 -1.49148 3.44056
151 C -1.58770 -1.93907 3.70023
152 O -1.15478 -3.08410 3.57931
153 O -0.83263 -0.83782 4.15188
154 C 0.52964 -0.94291 4.41714
155 H -3.49434 -3.10493 2.28987
156 H -4.72944 -1.95391 2.80984
157 H -4.04259 -3.08308 3.95800
158 H 1.13280 -1.09237 3.52161
159 H 0.71281 -1.67905 5.19985
160 H 0.95767 -0.02109 4.81101

Summary:
**Total charge**: 0

ORCA calculation (ωB97M-V/def2-TZVPD) on a 7-piece molecular cluster, C16H35BCl12NO3S overall in a non-equilibrium geometry.

Geometry (Å):
1 N 0.86560 5.20403 -2.58549
2 C 0.74882 4.30095 -1.50156
3 O 0.51850 4.67909 -0.38720
4 C 0.89511 2.80123 -1.75020
5 C -0.22812 2.03272 -1.04495
6 S 0.07153 1.58759 0.68712
7 C 1.69094 2.14335 1.18007
8 B 2.85764 1.11485 0.77859
9 O 2.58461 -0.22026 0.61897
10 O 4.12943 1.59559 0.60329
11 H 1.84907 5.42184 -2.74371
12 H 0.54145 4.75187 -3.43794
13 H 1.90192 2.45836 -1.49778
14 H 0.77886 2.61187 -2.82245
15 H -1.12272 2.66170 -1.02506
16 H -0.45042 1.10283 -1.57018
17 H -0.77243 2.39723 1.36382
18 H 1.64717 2.15294 2.27880
19 H 1.85878 3.17688 0.87184
20 H 1.86132 -0.32883 -0.01253
21 H 4.20755 2.24981 -0.09674
22 Cl -0.50093 3.77752 3.20324
23 C -1.39042 5.06331 2.33631
24 C -2.82247 4.68196 2.08123
25 Cl -2.96423 3.34133 0.90069
26 H -0.86386 5.26237 1.40485
27 H -1.34837 5.95554 2.95810
28 H -3.34856 5.53424 1.65479
29 H -3.33659 4.37251 2.98803
30 Cl -1.65483 0.29748 2.51678
31 C -2.52738 -0.41561 3.91397
32 C -3.04105 0.72553 4.75677
33 Cl -1.69240 1.61533 5.51753
34 H -1.84907 -1.07374 4.44949
35 H -3.35421 -1.00342 3.52464
36 H -3.69460 0.37751 5.55433
37 H -3.59831 1.42040 4.13156
38 Cl 1.03103 -2.82536 -1.24692
39 C 2.35202 -4.01752 -1.44566
40 C 3.70320 -3.38226 -1.25822
41 Cl 4.09515 -2.23883 -2.57468
42 H 2.24714 -4.46547 -2.43016
43 H 2.20017 -4.79019 -0.69448
44 H 4.46693 -4.15669 -1.26992
45 H 3.76177 -2.83784 -0.31864
46 Cl 6.07094 -6.16848 -1.86074
47 C 7.23834 -5.05117 -2.62793
48 C 8.66430 -5.44389 -2.34343
49 Cl 9.08867 -5.21540 -0.62856
50 H 7.02449 -4.04647 -2.27060
51 H 7.05169 -5.08611 -3.69980
52 H 9.33473 -4.81539 -2.92720
53 H 8.84819 -6.48432 -2.59891
54 Cl -5.97128 2.31441 1.81621
55 C -6.24636 0.63476 1.28073
56 C -7.08163 -0.15011 2.25724
57 Cl -6.23138 -0.46568 3.79520
58 H -5.27404 0.17466 1.11558
59 H -6.77249 0.68857 0.32900
60 H -7.32761 -1.11939 1.82733
61 H -8.00483 0.37154 2.49532
62 Cl -2.51735 -1.34025 -2.05035
63 C -2.71796 -3.09862 -2.31494
64 C -2.83897 -3.43781 -3.77681
65 Cl -4.35951 -2.83445 -4.48074
66 H -3.59383 -3.41730 -1.75621
67 H -1.83804 -3.58324 -1.89478
68 H -2.83548 -4.52002 -3.89590
69 H -2.01532 -3.01958 -4.35006

Summary:
**Total charge**: +1

Gap between HOMO and LUMO values (in eV) by entry order: 6.167; 9.892; 9.632; 9.770.